# 1
{
  "formula": "C31H46F9N7OSSi2Ti",
  "method": "wB97M-V/def2-TZVPD",
  "e_above_lowest_kj_mol": 40.3,
  "largest_force_ev_per_a": 1.169,
  "e_tot_ha": -4392.95521,
  "e_homo_ha": [-0.2132, -0.2820],
  "orbital_gap_ha": [0.211, 0.278],
  "multiplicity": 3,
  "species": ["Ti", "C", "Si", "C", "C", "C", "C", "C", "C", "C", "C", "N", "Si", "C", "C", "C", "H", "H", "H", "H", "H", "H", "H", "H", "H", "H", "H", "H", "H", "H", "H", "H", "H", "H", "H", "H", "H", "H", "N", "C", "C", "C", "C", "N", "C", "C", "H", "H", "H", "H", "F", "C", "F", "F", "C", "O", "C", "F", "F", "F", "C", "F", "F", "F", "C", "N", "C", "S", "N", "C", "H", "H", "H", "H", "H", "H", "H", "H", "C", "C", "N", "C", "C", "N", "C", "C", "H", "H", "H", "H", "H", "H", "H", "H", "H", "H", "H", "H"],
  "coordinates": [[-0.517534, 1.061166, 0.041149], [1.345239, 4.879802, -2.799369], [1.305892, 3.516905, -1.506178], [2.961144, 2.621927, -1.735005], [1.233181, 4.388133, 0.161929], [-0.133387, 2.313675, -1.721180], [0.315982, 1.029155, -2.314401], [0.538261, 0.700979, -3.658931], [1.115684, -0.512203, -3.968049], [1.453945, -1.419194, -2.963663], [1.137109, -1.094638, -1.665590], [0.568449, 0.083231, -1.374888], [-1.644182, 3.081935, -2.526242], [-1.421945, 3.806018, -4.256159], [-2.913434, 1.726748, -2.805249], [-2.208396, 4.505567, -1.446678], [2.252826, 5.469857, -2.638985], [0.497308, 5.562160, -2.728846], [1.382763, 4.482910, -3.815874], [3.631479, 2.816243, -0.895031], [3.447744, 3.008740, -2.633493], [2.887221, 1.539346, -1.856772], [2.229954, 4.496333, 0.594847], [0.622794, 3.857822, 0.894570], [0.810648, 5.389252, 0.047463], [0.306694, 1.422799, -4.428531], [1.328660, -0.755057, -5.002263], [1.931770, -2.361251, -3.190065], [1.334912, -1.749347, -0.827520], [-0.861096, 3.159933, -4.933893], [-0.939713, 4.782595, -4.255777], [-2.419081, 3.929122, -4.689765], [-2.590590, 1.130159, -3.664423], [-3.890961, 2.147575, -3.052714], [-3.049524, 1.049907, -1.963178], [-1.534355, 5.353276, -1.596077], [-2.207342, 4.268918, -0.383149], [-3.212779, 4.837553, -1.717858], [4.034748, 2.183031, 5.602298], [3.344022, 1.892261, 4.723968], [2.497635, 1.528099, 3.646694], [1.189484, 1.037874, 3.868975], [0.400597, 0.692198, 2.820444], [0.791109, 0.846207, 1.496614], [2.113739, 1.210036, 1.299034], [2.948667, 1.568620, 2.306334], [0.817075, 0.907010, 4.875680], [-0.581390, 0.273298, 2.981370], [2.457083, 1.190513, 0.275739], [3.966183, 1.853825, 2.076785], [-4.416852, -0.842898, 1.632375], [-3.764652, 0.098150, 2.319889], [-4.568388, 0.525712, 3.296834], [-2.705313, -0.492167, 2.886809], [-3.306347, 1.250957, 1.375072], [-2.398242, 0.774573, 0.488080], [-4.547055, 1.780151, 0.589968], [-4.987850, 0.860611, -0.265651], [-5.561635, 2.110151, 1.395332], [-4.212425, 2.860222, -0.120514], [-2.686533, 2.419413, 2.243735], [-3.462962, 3.493024, 2.336378], [-1.523482, 2.810400, 1.660719], [-2.377101, 2.037470, 3.481399], [4.340008, -4.921920, 3.957793], [3.813788, -3.667354, 3.450084], [3.509132, -3.359379, 2.172599], [2.346579, -2.190054, 1.851182], [4.124559, -4.025538, 1.159263], [5.539980, -4.367551, 1.094343], [3.881349, -5.110914, 4.926045], [5.421056, -4.903602, 4.100761], [4.078636, -5.744806, 3.292065], [3.308738, -3.090071, 4.101573], [3.736663, -3.733545, 0.276271], [5.912850, -4.722094, 2.044997], [6.139247, -3.503947, 0.794671], [5.678867, -5.163559, 0.364791], [-1.269296, -2.556584, 0.695451], [-2.267457, -3.591581, 1.279985], [-2.850516, -4.389491, 0.198048], [-1.779057, -5.090678, -0.509163], [-0.753371, -4.068707, -1.072827], [-1.187070, -2.708029, -0.760833], [-2.514690, -2.475373, -1.332845], [-3.529649, -3.491044, -0.738636], [-0.269815, -2.681135, 1.116457], [-1.594447, -1.532727, 0.882934], [-3.080381, -3.103718, 1.819155], [-1.768244, -4.269105, 1.975982], [-2.230480, -5.682044, -1.308800], [-1.304298, -5.784930, 0.187421], [-0.653707, -4.159902, -2.158107], [0.236727, -4.213677, -0.631174], [-2.442098, -2.569268, -2.419612], [-2.808200, -1.446713, -1.106234], [-3.990413, -4.098143, -1.520831], [-4.330445, -2.979614, -0.201330]],
  "forces_ev_per_a": [[-0.7, 0.4, 0.8], [0.0, 0.1, 0.0], [-0.1, -0.1, 0.0], [0.0, 0.0, 0.0], [0.0, 0.0, 0.0], [0.0, -0.1, -0.2], [0.2, -0.1, -0.3], [0.0, 0.1, 0.1], [0.0, -0.1, -0.1], [0.0, 0.0, 0.0], [-0.1, 0.0, -0.1], [0.3, -0.2, -0.5], [0.1, -0.1, 0.0], [0.0, 0.0, 0.0], [-0.1, 0.0, 0.0], [0.0, 0.1, 0.0], [0.0, 0.0, 0.0], [0.0, 0.0, 0.0], [0.0, 0.0, 0.0], [0.0, 0.0, 0.0], [0.0, 0.0, 0.0], [0.0, 0.0, 0.0], [0.0, 0.0, 0.0], [0.0, 0.0, 0.0], [0.0, 0.0, 0.0], [0.0, 0.0, 0.0], [0.0, 0.0, 0.0], [0.0, 0.0, 0.0], [0.0, 0.0, 0.0], [0.0, 0.0, 0.0], [0.0, 0.0, 0.0], [0.0, 0.0, 0.0], [0.0, 0.0, 0.0], [0.0, 0.0, 0.0], [0.0, 0.0, 0.1], [0.0, 0.0, 0.0], [0.0, 0.0, 0.0], [0.0, 0.0, 0.0], [0.0, 0.0, 0.0], [0.0, 0.0, 0.0], [0.0, 0.0, 0.0], [0.0, -0.1, 0.0], [0.0, 0.1, -0.1], [0.3, 0.1, 0.3], [0.0, 0.0, 0.0], [0.0, -0.1, 0.0], [0.0, 0.0, 0.0], [0.0, 0.0, 0.0], [0.0, 0.0, 0.0], [0.0, 0.0, 0.0], [0.0, 0.0, 0.0], [0.0, 0.0, 0.0], [0.0, 0.0, 0.0], [0.0, 0.0, 0.0], [0.0, 0.0, -0.1], [0.1, -0.1, 0.0], [0.0, 0.0, 0.0], [0.0, -0.1, 0.0], [0.0, 0.0, 0.0], [0.0, 0.0, 0.0], [0.0, 0.0, 0.0], [0.0, 0.0, 0.0], [-0.1, 0.0, -0.1], [0.0, 0.0, 0.0], [0.0, 0.0, 0.0], [0.1, 0.1, -0.1], [-0.2, 0.1, 0.1], [0.1, -0.1, -0.1], [0.0, -0.1, 0.0], [0.0, 0.1, 0.0], [0.0, 0.0, 0.0], [0.0, 0.0, 0.0], [0.0, 0.0, 0.0], [0.0, 0.0, 0.0], [0.0, 0.0, 0.0], [0.0, 0.0, 0.1], [0.0, 0.0, 0.0], [0.0, 0.0, 0.0], [0.0, 0.0, -0.1], [0.0, 0.0, 0.0], [0.0, 0.0, 0.0], [0.0, 0.0, 0.0], [0.0, 0.0, 0.0], [0.0, 0.0, 0.0], [0.0, 0.0, 0.0], [0.0, 0.0, 0.0], [0.0, 0.0, 0.0], [0.0, 0.0, 0.1], [0.0, 0.0, 0.0], [0.0, 0.0, 0.0], [0.0, 0.0, 0.0], [0.0, 0.0, 0.0], [0.0, 0.0, 0.0], [0.0, 0.0, 0.0], [0.0, 0.0, 0.0], [0.0, 0.0, 0.0], [0.0, 0.0, 0.0], [0.0, 0.0, 0.0]],
  "mulliken_spin": [0.99, 0.00, -0.02, 0.01, 0.05, 0.07, -0.04, -0.01, 0.00, 0.00, 0.04, -0.11, 0.01, 0.00, 0.00, 0.00, 0.00, 0.00, 0.00, 0.00, 0.00, 0.00, 0.00, -0.01, 0.00, 0.00, 0.00, 0.00, 0.01, 0.00, 0.00, 0.00, 0.00, 0.00, 0.00, 0.00, 0.00, 0.00, 0.15, -0.05, 0.29, -0.05, 0.23, 0.06, 0.25, -0.06, 0.00, 0.03, 0.02, 0.00, 0.00, 0.00, 0.00, 0.00, -0.05, 0.07, 0.01, 0.00, 0.00, 0.00, 0.04, 0.00, 0.02, 0.00, 0.00, 0.00, 0.01, 0.01, 0.00, 0.00, 0.00, 0.00, 0.00, 0.00, 0.00, 0.00, 0.00, 0.00, 0.00, 0.00, 0.00, 0.00, 0.00, 0.00, 0.01, 0.00, -0.03, 0.05, 0.00, 0.00, 0.00, 0.00, 0.00, 0.00, 0.00, 0.00, 0.00, 0.00]
}

***

# 2
{
  "formula": "C31H46IN3O6",
  "method": "wB97M-V/def2-TZVPD",
  "total_charge": 1,
  "largest_force_ev_per_a": 1.875,
  "e_tot_ha": -2121.93927,
  "e_homo_ha": [-0.3804, -0.3919],
  "orbital_gap_ha": [0.225, 0.236],
  "multiplicity": 2,
  "species": ["C", "C", "C", "C", "C", "C", "O", "O", "C", "C", "O", "C", "C", "C", "C", "C", "N", "C", "C", "C", "C", "C", "C", "C", "O", "N", "C", "C", "O", "I", "H", "H", "H", "H", "H", "H", "H", "H", "H", "H", "H", "H", "H", "H", "H", "H", "H", "H", "H", "H", "H", "H", "H", "H", "H", "H", "H", "H", "C", "C", "C", "C", "C", "C", "N", "O", "C", "C", "C", "H", "H", "H", "H", "H", "H", "H", "H", "H", "H", "H", "H", "H", "H", "H", "H", "H", "H"],
  "coordinates": [[-0.062366, -1.950273, 5.877646], [-1.406853, -1.801167, 5.112085], [-1.263128, -0.845670, 3.964415], [-1.818120, 0.418598, 4.054599], [-1.686808, 1.316839, 3.011406], [-2.376614, 2.649067, 3.040444], [-2.654629, 3.173430, 2.017306], [-2.794247, 3.112942, 4.228003], [-1.756137, 3.476440, 5.162705], [-0.910144, 4.629550, 4.704371], [-1.579120, 5.849983, 4.947483], [-0.971487, 0.943093, 1.895234], [-0.428085, -0.329206, 1.791070], [0.249406, -0.750093, 0.523533], [1.053224, 0.334361, -0.201052], [2.142673, 0.989512, 0.648615], [2.853735, 1.954304, -0.181212], [3.197971, 3.243392, 0.433092], [2.492077, 4.363382, -0.283602], [3.088546, 5.096621, -1.299449], [2.375999, 6.085801, -1.964786], [1.058424, 6.354426, -1.634093], [0.439674, 5.631810, -0.619850], [1.167784, 4.659398, 0.043243], [0.518473, 3.936611, 1.044600], [-0.602314, -1.204522, 2.829321], [-0.114158, -2.575226, 2.672089], [-1.003537, -3.389262, 1.728496], [-0.592169, -4.243872, 1.050586], [-3.121119, -2.941407, 1.695744], [0.053720, -2.939587, 6.301273], [0.003239, -1.188719, 6.643647], [0.772296, -1.791309, 5.200275], [-2.136851, -1.381702, 5.788077], [-1.774288, -2.756158, 4.754460], [-2.380284, 0.678242, 4.933462], [-1.161510, 2.603863, 5.431985], [-2.274433, 3.790969, 6.060537], [-0.642872, 4.562359, 3.648010], [0.014125, 4.596624, 5.284478], [-0.969081, 6.476546, 5.339288], [-0.883011, 1.636470, 1.073587], [-0.536316, -1.066779, -0.166081], [0.906775, -1.603346, 0.636414], [1.585740, -0.177014, -0.995121], [0.430042, 1.099489, -0.651303], [1.742245, 1.459488, 1.542524], [2.822884, 0.197802, 0.985894], [3.657306, 1.542379, -0.625986], [4.270449, 3.415578, 0.354133], [2.954294, 3.253596, 1.491989], [4.110381, 4.898958, -1.586529], [2.852080, 6.660758, -2.743691], [0.518103, 7.120858, -2.164732], [-0.584773, 5.814507, -0.341741], [1.100244, 3.884760, 1.806523], [-0.127686, -3.096592, 3.619529], [0.897780, -2.595546, 2.299554], [-2.294778, -3.142333, -5.035596], [-1.005761, -2.313962, -4.859149], [0.056265, -2.786035, -5.851451], [0.608596, -4.172268, -5.515873], [1.129927, -4.223818, -4.079386], [0.138892, -3.701485, -3.035877], [-0.481602, -2.412160, -3.462832], [0.297966, -1.414119, -3.182602], [-0.948283, -4.755618, -2.747820], [0.868788, -3.476898, -1.720827], [-1.397675, -0.869746, -5.153262], [-2.824895, -2.808165, -5.926394], [-2.120258, -4.206302, -5.174147], [-2.964792, -3.010705, -4.184836], [0.883097, -2.068915, -5.867841], [-0.372762, -2.788564, -6.854938], [-0.151621, -4.941402, -5.673346], [1.423073, -4.412032, -6.201095], [1.406879, -5.247811, -3.820767], [2.049497, -3.631781, -4.027077], [-1.728633, -4.338587, -2.108513], [-0.512612, -5.605651, -2.222943], [-1.417044, -5.157269, -3.641632], [1.743096, -2.836426, -1.840082], [1.215245, -4.425190, -1.311276], [0.199689, -3.019324, -0.995000], [-2.179236, -0.530848, -4.470916], [-1.782932, -0.803424, -6.169553], [-0.555673, -0.184515, -5.077466]],
  "forces_ev_per_a": [[-0.3, 0.1, -0.6], [0.8, 0.1, 0.0], [-0.6, 0.3, 0.2], [0.3, -0.4, -0.1], [0.3, -0.3, 0.4], [-0.3, -0.1, 0.1], [-0.2, 0.5, -0.9], [0.3, 0.1, 0.3], [-0.3, -0.1, 0.3], [0.4, 0.4, 0.2], [-0.3, -0.1, -0.1], [0.1, -0.2, -0.2], [-0.2, 0.3, 0.0], [0.0, 0.1, -0.3], [0.3, 0.0, 0.5], [0.2, -0.4, -0.6], [-0.1, 0.2, 0.7], [0.2, 0.0, -0.8], [-0.3, 0.2, 0.2], [-0.3, 0.1, 0.0], [0.1, 0.1, -0.1], [0.0, -0.3, 0.2], [0.3, 0.0, -0.1], [-0.1, -0.1, 0.1], [-0.2, 0.0, -0.1], [0.4, 0.3, 0.0], [-0.6, 0.0, 0.0], [-0.5, 0.6, 0.2], [0.6, -0.9, -0.5], [0.2, 0.1, 0.1], [-0.1, -0.1, 0.3], [0.1, 0.0, 0.2], [0.2, 0.0, 0.0], [-0.3, -0.1, 0.0], [-0.2, -0.2, 0.1], [-0.1, 0.0, 0.2], [0.2, -0.1, -0.2], [-0.2, 0.0, 0.1], [0.0, -0.2, -0.2], [0.1, -0.1, 0.0], [0.0, 0.1, 0.0], [0.1, 0.1, -0.1], [-0.1, -0.2, 0.0], [0.0, -0.2, 0.2], [-0.2, 0.0, -0.4], [-0.1, 0.1, -0.1], [-0.1, 0.3, 0.0], [0.0, -0.1, 0.2], [0.0, -0.1, 0.0], [0.1, 0.0, 0.1], [0.1, -0.1, 0.3], [0.2, -0.1, 0.0], [0.1, 0.0, -0.1], [-0.1, 0.1, 0.0], [-0.1, 0.0, 0.1], [0.1, 0.0, 0.1], [0.0, 0.0, 0.2], [0.2, 0.0, -0.1], [0.0, -0.1, 0.1], [-1.2, -0.1, -0.5], [0.4, -0.2, 0.1], [-0.1, 0.0, 0.1], [0.2, 0.2, -0.4], [-0.5, -1.1, 0.6], [1.7, 0.5, -0.6], [-0.6, 0.0, 0.3], [-0.1, 0.0, -0.1], [0.3, 0.3, 0.1], [0.2, 0.3, 0.1], [0.1, 0.1, 0.0], [0.0, 0.0, 0.0], [0.0, 0.0, 0.0], [0.0, 0.1, 0.1], [-0.1, 0.0, 0.0], [0.0, 0.0, 0.0], [0.0, 0.0, 0.0], [0.0, 0.0, 0.1], [-0.1, 0.1, 0.1], [0.0, 0.0, 0.0], [0.1, 0.1, 0.0], [0.0, 0.1, 0.0], [-0.1, 0.1, -0.1], [-0.1, -0.1, -0.1], [0.0, 0.0, 0.0], [0.0, 0.0, 0.0], [-0.1, -0.1, 0.0], [0.0, -0.1, 0.1]],
  "mulliken_spin": [0.00, 0.00, 0.00, 0.00, 0.00, 0.00, 0.00, 0.00, 0.00, 0.00, 0.00, 0.00, 0.00, 0.00, 0.00, 0.00, 0.00, 0.00, 0.00, 0.00, 0.00, 0.00, 0.00, 0.00, 0.00, 0.00, 0.00, 0.00, 0.00, 0.00, 0.00, 0.00, 0.00, 0.00, 0.00, 0.00, 0.00, 0.00, 0.00, 0.00, 0.00, 0.00, 0.01, -0.01, 0.00, 0.00, 0.00, 0.00, 0.00, 0.00, 0.00, 0.00, 0.00, 0.00, 0.00, 0.00, 0.00, 0.00, 0.02, 0.01, 0.03, -0.02, 0.02, 0.03, 0.38, 0.55, 0.02, -0.06, 0.00, 0.00, 0.00, -0.01, 0.00, 0.00, 0.00, 0.00, 0.00, 0.00, -0.02, 0.00, 0.00, 0.00, 0.00, 0.02, 0.00, 0.00, 0.00]
}